A 2-piece molecular cluster, C3H6N2O overall at a distorted geometry. Source: OMol25; level of theory: ωB97M-V/def2-TZVPD.

Geometry (Å):
C1 1.153 1.972 0.017
C2 1.392 -1.160 -0.150
C3 -2.552 -0.760 -0.013
N1 0.356 0.932 0.081
N2 0.306 -0.290 -0.107
O1 2.523 -0.809 -0.048
H1 2.283 2.024 0.112
H2 0.837 2.920 0.238
H3 1.078 -2.243 -0.254
H4 -2.996 -1.562 0.623
H5 -1.841 -1.323 -0.754
H6 -2.539 0.298 0.255

Calculated values
- Spin multiplicity: 3
- <S²>: 2.015
- Electronic energy: -302.4319 Eh
- Lowest unoccupied orbital energy (alpha / beta): 0.25 / -1.73 eV